Record 1
The following is a quantum chemistry calculation of a structure of composition H12MnO6 in a non-equilibrium geometry, from the OMol25 dataset.

```
! wB97M-V def2-TZVPD RIJCOSX def2/J DEFGRID3
* xyz 2 6
Mn 0.017 -0.086 -0.087
O -1.708 -1.268 -0.221
H -2.012 -2.170 -0.031
H -2.513 -0.788 -0.476
O 1.123 -1.888 0.218
H 0.686 -2.729 0.431
H 2.062 -2.025 0.432
O 0.591 0.204 -2.172
H 1.549 0.084 -2.291
H 0.263 0.467 -3.047
O -0.604 0.064 1.993
H -0.200 -0.476 2.690
H -1.342 0.522 2.427
O -1.125 1.776 -0.488
H -1.885 1.890 -1.082
H -0.833 2.679 -0.283
O 1.694 1.002 0.539
H 2.083 1.749 0.052
H 2.154 0.995 1.395
*
```

Its HOMO-LUMO gap (alpha / beta) is 11.1 / 13.1 eV. The total energy is -43786.965 eV. The calculation puts the energy above the lowest of the compared OMol25 structures with the same formula, charge and spin at 8.8 kcal per mole.

---

Record 2
The following is a quantum chemistry calculation of the molecule C2H4N2 in a non-equilibrium geometry, from the OMol25 dataset.

```
! wB97M-V def2-TZVPD RIJCOSX def2/J DEFGRID3
* xyz 0 1
C -0.802 0.394 0.082
C 0.177 -0.351 -0.661
N 1.272 -0.349 0.324
N 0.525 0.883 -0.095
H -1.522 0.921 -0.345
H -0.992 -0.109 1.113
H 0.147 -0.585 -1.659
H 1.195 -0.804 1.241
*
```

Its SMILES is C1[C@@H]2NN12. Its HOMO-LUMO gap is 11.2 eV. The total energy is -5114.669 eV. The calculation puts the energy above the lowest of the compared OMol25 structures with the same formula, charge and spin at 99.0 kcal per mole.

---

Record 3
The following is a quantum chemistry calculation of a cluster of 3 separate species, C22H50N5O8S4 in total in a non-equilibrium geometry, from the OMol25 dataset.

```
! wB97M-V def2-TZVPD RIJCOSX def2/J DEFGRID3
* xyz 1 1
C 3.653 -0.682 0.506
C 2.828 -1.566 -0.447
C 1.565 -0.932 -0.948
O 0.552 -1.518 -0.943
O 1.592 0.349 -1.466
C 1.032 1.309 -0.595
C -0.467 1.474 -0.822
N -0.717 1.926 -2.189
C -1.819 2.438 -2.596
N -1.873 2.778 -3.931
C -2.367 1.698 -4.852
C -1.597 0.398 -4.760
C -2.265 -0.742 -5.542
S -3.999 -1.063 -5.112
C -3.976 -1.756 -3.471
S -3.085 -1.138 -2.240
N -4.799 -2.865 -3.264
C -4.160 -3.946 -2.487
C -4.516 -4.036 -0.985
C -6.129 -2.500 -2.780
C -6.878 -1.607 -3.779
N -2.834 2.599 -1.688
C -4.203 2.553 -2.236
N -5.139 2.804 -1.164
C -5.969 1.650 -0.820
H 3.421 -0.914 1.539
H 3.527 0.385 0.344
H 4.698 -0.884 0.305
H 2.526 -2.475 0.055
H 3.418 -1.894 -1.301
H 1.152 1.069 0.460
H 1.510 2.272 -0.766
H -0.913 0.494 -0.674
H -0.850 2.195 -0.113
H 0.026 1.797 -2.868
H -2.502 3.565 -4.052
H -2.231 2.077 -5.863
H -3.440 1.576 -4.736
H -0.615 0.553 -5.218
H -1.424 0.041 -3.751
H -1.647 -1.632 -5.505
H -2.277 -0.434 -6.586
H -4.490 -4.876 -2.949
H -3.081 -3.937 -2.570
H -5.298 -4.763 -0.796
H -4.726 -3.085 -0.514
H -3.639 -4.434 -0.477
H -5.995 -1.884 -1.883
H -6.748 -3.366 -2.573
H -6.813 -2.022 -4.781
H -6.373 -0.637 -3.796
H -7.896 -1.418 -3.460
H -2.706 3.427 -1.110
H -4.381 3.291 -3.028
H -4.379 1.586 -2.700
H -5.724 3.595 -1.389
H -6.423 1.838 0.150
H -6.782 1.466 -1.528
H -5.368 0.754 -0.726
O 3.750 -1.044 4.570
S 2.887 -1.963 5.256
O 2.239 -1.587 6.470
O 3.667 -3.329 5.478
C 4.943 -3.285 6.152
C 4.798 -3.083 7.647
C 1.677 -2.580 4.135
H 5.575 -2.515 5.705
H 5.415 -4.245 5.956
H 4.393 -2.098 7.878
H 5.769 -3.170 8.136
H 4.118 -3.822 8.072
H 2.171 -2.895 3.219
H 0.981 -1.769 3.931
H 1.157 -3.411 4.604
O 7.573 2.184 2.431
S 6.169 2.224 2.698
O 5.207 2.201 1.635
O 5.858 3.469 3.644
C 6.294 4.773 3.213
C 5.418 5.341 2.115
C 5.757 0.955 3.844
H 7.341 4.734 2.908
H 6.238 5.410 4.094
H 5.510 4.763 1.196
H 5.705 6.370 1.896
H 4.368 5.320 2.410
H 6.460 0.987 4.672
H 5.832 0.005 3.322
H 4.741 1.107 4.189
*
```

Its HOMO-LUMO gap is 7.9 eV. The total energy is -90788.439 eV. The calculation puts the energy above the lowest of the compared OMol25 structures with the same formula, charge and spin at 0.0 kcal per mole.

---

Record 4
The following is a quantum chemistry calculation of a structure of composition C18H33EuNO7 in a non-equilibrium geometry, from the OMol25 dataset.

```
! wB97M-V def2-TZVPD RIJCOSX def2/J DEFGRID3
* xyz 2 8
C 6.181 -1.011 2.347
C 5.990 -1.245 0.727
C 4.870 -2.376 0.430
O 4.604 -3.212 1.392
O 4.151 -2.489 -0.800
C 3.502 -1.149 -0.917
C 2.130 -1.196 -1.751
C 1.239 0.045 -1.251
O 0.682 0.037 0.078
C -0.120 -1.145 0.343
C -1.625 -0.803 0.830
N -1.681 -0.109 2.160
C -2.315 -1.049 3.176
C -3.937 -0.990 3.163
C -4.504 0.210 2.214
O -4.329 -0.597 4.528
O 2.268 1.103 -1.134
C 2.423 1.578 -2.501
O 3.334 2.328 -2.908
O 1.340 1.092 -3.340
C 0.307 0.829 -2.318
C -0.991 0.029 -2.796
C -2.350 0.890 -2.828
C -2.498 1.982 -1.658
C -2.103 3.427 -2.310
C -3.964 2.075 -1.002
H 5.161 -1.159 2.895
H 6.537 0.085 2.460
H 6.994 -1.697 2.776
H 5.727 -0.206 0.310
H 6.991 -1.648 0.331
H 4.291 -0.474 -1.415
H 3.318 -0.813 0.181
H 1.637 -2.218 -1.514
H 2.346 -1.208 -2.874
H -0.224 -1.867 -0.535
H 0.364 -1.755 1.205
H -2.218 -0.257 0.003
H -2.154 -1.831 0.943
H -0.703 0.000 2.467
H -1.954 -0.654 4.202
H -1.900 -2.116 3.081
H -4.435 -1.975 2.868
H -4.348 -0.017 1.105
H -5.612 0.361 2.489
H -3.925 1.166 2.505
H -4.022 0.345 4.571
H 0.206 1.862 -1.842
H -0.787 -0.295 -3.891
H -1.204 -0.935 -2.223
H -3.216 0.133 -2.676
H -2.557 1.360 -3.865
H -1.752 1.831 -0.789
H -1.366 3.976 -1.625
H -1.585 3.203 -3.312
H -3.033 4.059 -2.550
H -3.873 2.119 0.148
H -4.652 1.208 -1.330
H -4.508 3.040 -1.313
Eu 3.855 -1.879 3.342
*
```

Its HOMO-LUMO gap (alpha / beta) is 4.6 / 4.8 eV. The total energy is -54327.110 eV.

---

Record 5
The following is a quantum chemistry calculation of a cluster of 6 separate species, C37H31F9N3O11S in total in a non-equilibrium geometry, from the OMol25 dataset.

```
! wB97M-V def2-TZVPD RIJCOSX def2/J DEFGRID3
* xyz 1 1
N -1.433 -0.692 -2.363
C -1.328 0.545 -2.861
N -0.618 0.857 -3.968
C -0.863 2.322 -4.238
O -0.901 2.644 -5.584
C -2.172 2.529 -3.490
C -2.586 3.966 -3.161
C -3.401 4.129 -1.866
C -4.901 4.306 -2.052
F -5.438 4.654 -0.859
F -5.149 5.298 -2.943
C -5.599 3.010 -2.574
F -5.252 2.854 -3.860
F -5.088 1.969 -1.894
S -7.497 2.886 -2.425
F -7.382 1.297 -2.546
F -7.323 2.780 -0.849
F -7.626 4.462 -2.330
F -7.686 2.975 -3.997
F -9.053 2.748 -2.249
N -1.962 1.643 -2.284
H -1.284 -0.830 -1.376
H -1.719 -1.458 -2.958
H -0.791 0.205 -4.738
H -0.062 2.846 -3.692
H -0.355 2.053 -6.117
H -2.936 2.025 -4.098
H -3.150 4.326 -4.026
H -1.688 4.591 -3.097
H -3.232 3.327 -1.151
H -3.092 5.059 -1.375
H -1.277 2.116 -1.651
C 2.258 4.019 1.774
C 1.081 3.807 1.190
C 0.993 3.059 -0.078
O -0.097 2.863 -0.606
C 2.235 2.553 -0.688
C 3.415 2.762 -0.111
C 3.520 3.511 1.171
O 4.588 3.696 1.702
H 2.356 4.563 2.705
H 0.148 4.163 1.608
H 2.134 2.005 -1.617
H 4.342 2.396 -0.531
C -5.332 -4.004 -0.515
C -4.672 -4.013 -1.671
C -4.542 -2.785 -2.488
O -3.922 -2.779 -3.537
C -5.180 -1.547 -1.977
C -5.840 -1.532 -0.822
C -5.967 -2.764 0.001
O -6.565 -2.755 1.053
H -5.439 -4.888 0.102
H -4.203 -4.906 -2.065
H -5.078 -0.664 -2.595
H -6.313 -0.639 -0.432
C -9.099 -6.148 2.114
C -7.778 -6.052 1.989
C -7.010 -7.043 1.197
O -5.803 -6.953 1.080
C -7.763 -8.144 0.549
C -9.083 -8.241 0.673
C -9.857 -7.249 1.466
O -11.059 -7.334 1.576
H -9.684 -5.437 2.684
H -7.206 -5.254 2.446
H -7.177 -8.852 -0.022
H -9.656 -9.034 0.211
C 7.186 1.198 3.765
C 6.006 1.011 3.179
C 5.893 0.284 1.892
O 4.816 0.120 1.352
C 7.141 -0.237 1.283
C 8.321 -0.053 1.866
C 8.435 0.680 3.154
O 9.512 0.847 3.683
H 7.295 1.730 4.701
H 5.082 1.380 3.604
H 7.031 -0.768 0.346
H 9.247 -0.420 1.442
C 14.776 -1.364 5.133
C 14.777 -1.161 3.818
C 13.678 -0.414 3.155
O 13.673 -0.237 1.955
C 12.582 0.103 4.012
C 12.581 -0.102 5.326
C 13.676 -0.851 5.991
O 13.676 -1.038 7.188
H 15.563 -1.907 5.640
H 15.566 -1.527 3.172
H 11.795 0.645 3.510
H 11.790 0.263 5.969
*
```

Its HOMO-LUMO gap is 6.6 eV. The total energy is -101143.673 eV.

---

Record 6
The following is a quantum chemistry calculation of a cluster of 3 separate species, C2H10O3 in total in a non-equilibrium geometry, from the OMol25 dataset.

```
! wB97M-V def2-TZVPD RIJCOSX def2/J DEFGRID3
* xyz 0 1
C -1.041 -0.583 -0.106
O 0.269 -1.190 0.044
C -1.628 -0.472 -1.501
H -1.730 -1.126 0.554
H -0.876 0.313 0.507
H 0.166 -2.003 -0.446
H -2.693 -0.498 -1.289
H -1.279 0.443 -1.983
H -1.153 -1.176 -2.215
H 1.826 2.176 -1.717
H 1.449 1.125 -0.578
O 1.861 1.985 -0.774
H 2.140 0.871 2.902
H 1.264 -0.384 3.149
O 1.425 0.519 3.454
*
```

Its SMILES is CCO.O.O. Its HOMO-LUMO gap is 11.3 eV. The total energy is -8377.838 eV. The calculation puts the energy above the lowest of the compared OMol25 structures with the same formula, charge and spin at 16.5 kcal per mole.